No. 1
C10H7N3 | wB97M-V/def2-TZVPD

CARTESIAN COORDINATES (ANGSTROEM)
N1 -2.9690 0.8312 3.0435
C1 -2.0618 0.8389 2.1602
C2 -1.0271 0.6095 1.1244
C3 -0.3387 1.4822 0.2573
C4 0.2940 0.7743 -0.8356
C5 0.8196 1.4228 -2.0688
C6 1.8068 0.8163 -2.8088
C7 2.4874 -0.4352 -2.2351
C8 2.1545 -1.3131 -1.1738
C9 0.9331 -0.6335 -0.5731
N2 0.0558 -1.4362 0.2383
C10 -0.8819 -0.8020 1.0338
N3 -1.4504 -1.6799 1.7951
H1 -0.3344 2.5217 0.2097
H2 0.6766 2.5370 -1.9893
H3 2.1188 1.4196 -3.7980
H4 3.1335 -0.9096 -2.9126
H5 2.7204 -2.2199 -0.8312
H6 -1.0795 -2.6210 1.7221
H7 -1.8043 -1.2937 2.7769

## Properties
HOMO-LUMO gap: 0.268 hartree
E_tot: -14949.048 eV
energy relative to the best compared isomer or geometry (same formula, charge and spin): 5.033 eV
lowest unoccupied orbital energy: -0.8 eV

=====

No. 2
C4F5N | wB97M-V/def2-TZVPD

CARTESIAN COORDINATES (ANGSTROEM)
C1 -2.4985 0.0575 -0.5542
C2 -0.0919 0.0177 -0.5795
C3 0.7863 -0.7100 0.3714
C4 0.8298 0.8142 0.3029
N1 -3.4981 -0.3376 -0.2155
F1 0.1539 -0.1531 -1.8916
F2 1.7605 -1.3563 -0.2672
F3 0.4086 -1.3153 1.5288
F4 0.3212 1.3869 1.4001
F5 1.8282 1.5960 -0.0953

## Properties
HOMO-LUMO gap (alpha / beta): 0.308 / 0.308 hartree
E_tot: -19218.461 eV
energy relative to the best compared isomer or geometry (same formula, charge and spin): 5.906 eV
lowest unoccupied orbital energy (alpha / beta): -3.3 / -3.3 eV

=====

No. 3
C24H28BBaF8O24 | wB97M-V/def2-TZVPD

CARTESIAN COORDINATES (ANGSTROEM)
Ba1 -0.9151 -0.8668 1.8758
B1 0.3028 0.3498 -0.1893
H1 0.3865 0.8834 0.8505
H2 -0.8447 0.1517 -0.3438
H3 0.7967 0.9943 -1.0597
H4 0.7808 -0.6956 0.0288
C1 -2.9541 -3.8610 -3.2787
C2 -4.1657 -3.5537 -2.3713
O1 -3.6141 -2.7763 -1.3579
C3 -2.2641 -2.7798 -1.4170
O2 -1.5494 -2.2822 -0.6085
O3 -1.8413 -3.4459 -2.5007
F1 -4.6649 -4.7007 -1.8437
H5 -3.0037 -3.3517 -4.2408
H6 -2.8763 -4.9289 -3.4738
H7 -4.9590 -3.0280 -2.8938
C4 -3.3808 4.7963 2.1013
C5 -2.1233 5.2040 1.3566
O4 -1.5340 3.9781 1.0050
C6 -2.0772 2.9967 1.7377
O5 -1.7039 1.8643 1.7442
O6 -3.1186 3.4355 2.4598
F2 -1.2606 5.7818 2.2598
H8 -4.2967 4.8230 1.5065
H9 -3.5624 5.4101 2.9798
H10 -2.2617 5.8931 0.5321
C7 4.3167 -2.1101 4.3533
C8 4.8966 -1.1359 3.3240
O7 3.8252 -0.2673 3.0367
C9 2.6668 -0.7957 3.4713
O8 1.5935 -0.3185 3.2432
O9 2.8783 -1.8940 4.1811
F3 5.2089 -1.8232 2.1961
H11 4.5346 -1.8797 5.3900
H12 4.4614 -3.1413 4.0530
H13 5.7320 -0.5220 3.6471
C10 3.3683 -1.0735 -0.5620
C11 2.9659 -1.5586 -1.9358
O10 3.9669 -2.5204 -2.1841
C12 5.1036 -2.1157 -1.5222
O11 6.1733 -2.5910 -1.6848
O12 4.7875 -1.1372 -0.6510
F4 3.0626 -0.5354 -2.8307
H14 3.0284 -1.8049 0.1719
H15 2.9497 -0.1127 -0.2916
H16 2.0215 -2.0839 -2.0426
C13 -5.6445 1.4684 -1.9809
C14 -5.4112 2.5080 -0.8749
O13 -4.4249 1.8820 -0.0516
C15 -4.0980 0.6711 -0.5493
O14 -3.3811 -0.1140 -0.0211
O15 -4.6128 0.5165 -1.7814
F5 -6.5046 2.7250 -0.1147
H17 -5.5749 1.9315 -2.9612
H18 -6.6381 1.0293 -1.8760
H19 -4.9993 3.4461 -1.2419
C16 -2.0429 0.8414 -4.2510
C17 -0.9068 1.4779 -3.4593
O16 -1.2725 2.8447 -3.4015
C18 -2.6065 2.9390 -3.6169
O17 -3.2742 3.8917 -3.3888
O18 -3.1027 1.7798 -4.1092
F6 0.2602 1.2610 -4.1149
H20 -2.2746 -0.1532 -3.8784
H21 -1.7611 0.7910 -5.3036
H22 -0.7779 1.1348 -2.4331
C19 3.1401 -5.3283 1.1229
C20 2.1046 -5.9512 2.0379
O19 1.0589 -5.0077 1.9897
C21 1.5752 -3.8216 1.6045
O20 0.9545 -2.8054 1.4959
O21 2.8805 -3.9307 1.3344
F7 2.5773 -6.0802 3.3016
H23 3.0218 -5.5797 0.0665
H24 4.1743 -5.5753 1.3518
H25 1.7642 -6.9291 1.7084
C22 2.5977 3.1916 0.6598
C23 2.6105 3.0284 2.1761
O22 1.9940 4.1917 2.6341
C24 2.1759 5.1797 1.6924
O23 2.0514 6.3370 1.8874
O24 2.4835 4.6274 0.5068
F8 3.8777 2.9181 2.6694
H26 1.6673 2.7866 0.2697
H27 3.4931 2.8238 0.1729
H28 2.0090 2.1823 2.5054

## Properties
HOMO-LUMO gap: 0.366 hartree
E_tot: -97590.405 eV
energy relative to the best compared isomer or geometry (same formula, charge and spin): 0.498 eV
net charge: +1
lowest unoccupied orbital energy: -2.7 eV

=====

No. 4
C4H3N3 | wB97M-V/def2-TZVPD

CARTESIAN COORDINATES (ANGSTROEM)
C1 2.7238 -0.3129 -0.2512
C2 1.5361 -0.1214 -0.2002
C3 0.1371 0.1048 -0.1517
C4 -0.7025 0.8639 -0.9568
N1 -1.8829 0.6159 -0.3449
N2 -1.9236 -0.1922 0.7046
N3 -0.6541 -0.4659 0.7869
H1 3.7760 -0.4730 -0.3108
H2 -2.6751 1.0218 -0.8026
H3 -0.3349 -1.0409 1.5267

## Properties
HOMO-LUMO gap: 0.344 hartree
E_tot: -8662.129 eV
energy relative to the best compared isomer or geometry (same formula, charge and spin): 4.282 eV
lowest unoccupied orbital energy: 0.7 eV

=====

No. 5
C15H6N4S5Se5TeW | wB97M-V/def2-TZVPD

CARTESIAN COORDINATES (ANGSTROEM)
W1 1.8557 -0.0307 -1.0277
Se1 -4.2402 0.1990 4.4907
N1 -2.5995 -0.4948 4.6573
C1 -2.0634 -0.4942 3.4694
C2 -0.7336 -1.0009 3.1705
C3 0.0751 -1.6034 4.1345
C4 1.2898 -2.1301 3.7546
C5 1.6653 -2.0286 2.4149
N2 0.9324 -1.4000 1.5217
C6 -0.2443 -0.8977 1.8643
C7 -1.0515 -0.3013 0.7730
N3 -0.5245 -0.2159 -0.4668
C8 -1.3356 0.1069 -1.4698
C9 -2.6789 0.4254 -1.3047
C10 -3.1978 0.4487 -0.0355
C11 -2.3788 0.0667 1.0242
C12 -2.8858 0.0288 2.3922
N4 -4.0749 0.4446 2.7266
H1 -0.2767 -1.6602 5.1565
H2 1.9414 -2.6151 4.4691
H3 2.5932 -2.4563 2.0451
H4 -0.8749 0.1212 -2.4501
H5 -3.2726 0.6847 -2.1700
H6 -4.2211 0.7389 0.1636
S1 0.5263 4.0628 -7.2893
C13 0.7268 3.1361 -5.9182
S2 0.9461 1.4308 -5.9372
C14 1.0339 1.1674 -4.2132
C15 0.9436 2.2775 -3.4540
S3 1.0470 2.2555 -1.7173
S4 0.7482 3.7774 -4.3249
S5 1.2252 -0.4125 -3.5262
Se2 4.1417 0.5411 -2.0266
Se3 6.3387 -2.3789 -0.5425
Te1 4.6517 -0.7189 0.0486
Se4 1.8213 -2.3858 -1.3367
Se5 2.1505 1.3118 0.9338

## Properties
HOMO-LUMO gap (alpha / beta): 0.142 / 0.141 hartree
E_tot: -411644.100 eV
energy relative to the best compared isomer or geometry (same formula, charge and spin): 1.694 eV
net charge: -2
lowest unoccupied orbital energy (alpha / beta): 3.0 / 3.0 eV

=====

No. 6
C4H4N2S2 | wB97M-V/def2-TZVPD

CARTESIAN COORDINATES (ANGSTROEM)
C1 -0.5229 -0.8484 -1.2943
C2 -1.7285 -0.1667 0.6351
C3 0.7477 -0.4342 0.9018
C4 -0.4892 -0.4237 0.0402
N1 -0.3870 -0.9520 -2.4533
N2 -2.6856 0.2652 1.1206
S1 2.3801 -0.0494 0.0944
S2 0.1277 2.4003 -0.6687
H1 0.4863 0.2530 1.5944
H2 0.9802 -1.4792 1.3211
H3 2.1459 -0.6415 -1.2244
H4 -1.0546 2.0766 -0.0669

## Properties
HOMO-LUMO gap (alpha / beta): 0.206 / 0.204 hartree
E_tot: -28858.481 eV
energy relative to the best compared isomer or geometry (same formula, charge and spin): 5.058 eV
lowest unoccupied orbital energy (alpha / beta): -3.7 / -3.8 eV